Below is a molecular structure, C23H29F4LaN8O3 in a non-equilibrium geometry, with properties calculated with ωB97M-V with the def2-TZVPD basis set.

Properties
Kohn-Sham gap (alpha / beta) ... 5.95 / 5.98 eV
HOMO energy (alpha / beta) ... -13.897 / -13.909 eV
Total energy ... -54099.4241 eV
Relative energy (zero: lowest compared OMol25 entry of this formula, charge and spin) ... 66.8 kJ/mol
Charge ... +2
Lowest unoccupied orbital energy (alpha / beta) ... -7.9 / -7.9 eV

XYZ file:
```
68
Properties=species:S:1:pos:R:3:forces:R:3
La -0.63182 0.41365 1.63311 -2.68 -0.44 3.75
N -1.76192 2.68048 2.66492 0.19 0.35 0.13
C -0.90863 3.52045 3.55390 -0.10 -0.08 0.21
C -0.73304 2.88295 4.92359 0.09 -0.08 -0.22
C 0.04686 1.57476 4.93165 -0.16 0.12 0.05
N -0.74131 0.44262 4.34706 0.13 0.14 0.25
H -1.97568 3.24159 1.84608 -0.08 -0.02 -0.08
H -2.65969 2.57028 3.13071 -0.07 -0.06 -0.01
H -1.35185 4.50856 3.68461 0.04 0.02 -0.07
H 0.06266 3.65796 3.07210 0.00 0.02 -0.02
H -1.71573 2.72399 5.38178 0.02 0.03 0.07
H -0.20770 3.59284 5.56274 -0.01 0.00 0.02
H 0.32120 1.34475 5.96143 0.08 -0.06 -0.03
H 0.97219 1.69109 4.35766 0.04 -0.03 0.04
H -1.66690 0.48714 4.76762 -0.08 -0.02 -0.05
H -0.34626 -0.41490 4.71952 -0.04 -0.10 -0.04
C -0.70796 -1.39564 -2.12571 0.11 0.04 0.09
C 0.26916 -1.19999 -0.98312 0.00 0.21 -0.36
C 1.52995 -2.02995 -1.16065 0.01 0.02 0.06
O -0.40169 -1.56235 0.26982 0.43 -0.64 -0.60
C 0.70697 0.28808 -0.84443 0.14 -0.60 -1.37
O 0.73754 1.01520 -1.80436 0.23 -0.02 0.23
O 0.99944 0.62994 0.39076 2.60 0.73 -1.36
H -0.83950 -2.45690 -2.33209 -0.02 0.00 0.04
H -0.32282 -0.90486 -3.01762 -0.03 -0.01 -0.01
H -1.67519 -0.97019 -1.86704 -0.10 0.08 -0.07
H 1.27031 -3.08320 -1.26827 0.02 -0.03 0.04
H 2.20474 -1.89803 -0.31317 0.03 -0.06 -0.02
H 2.05501 -1.71377 -2.06131 -0.04 0.01 -0.02
H 0.15869 -2.27087 0.69534 -0.21 0.08 0.35
C 3.44373 -3.11815 2.46238 -0.12 0.03 -0.04
C 2.08138 -3.80151 2.53540 0.10 -0.14 0.06
C 1.86680 -4.40587 3.92349 0.00 0.09 -0.06
C 1.98860 -4.89110 1.46963 -0.04 0.06 0.11
N 0.97127 -2.82281 2.24171 0.10 -0.02 -0.29
N 1.14843 -1.49362 2.77290 -0.04 -0.16 0.07
H 4.21693 -3.88252 2.51919 0.00 0.00 0.00
H 3.61255 -2.43512 3.29687 0.04 0.02 -0.02
H 3.58813 -2.58499 1.51896 -0.01 0.00 0.01
H 2.71185 -5.03536 4.19908 -0.02 -0.01 0.03
H 0.96811 -5.02625 3.94072 -0.01 0.01 0.03
H 1.77324 -3.62997 4.68939 0.03 -0.02 0.04
H 2.62933 -5.72880 1.74425 -0.02 -0.01 0.00
H 2.31994 -4.52141 0.50087 -0.04 0.04 -0.06
H 0.96690 -5.26574 1.37852 0.01 -0.02 0.00
H 0.13842 -3.19326 2.69033 -0.08 -0.02 -0.03
H 1.97560 -1.12647 2.30964 0.10 0.02 -0.05
H 1.40991 -1.56094 3.75604 0.05 0.06 0.10
F -2.92404 1.17716 -2.80034 0.03 -0.15 0.25
C -2.25429 1.75887 -3.78995 -0.02 -0.13 -0.42
C -2.41061 1.29824 -5.04692 -0.03 0.08 0.49
F -3.16874 0.24344 -5.24509 -0.08 -0.02 -0.06
C -1.75440 1.92753 -6.16740 -0.13 -0.44 -0.97
C -0.96839 3.09394 -5.85280 0.12 0.28 0.48
C -0.82674 3.55010 -4.58643 -0.02 -0.04 -0.46
F -0.10040 4.62609 -4.36180 0.11 0.09 -0.02
C -1.40802 2.86964 -3.47010 0.04 -0.01 0.78
C -1.14817 3.23883 -2.15620 -0.08 0.13 -0.72
C -1.47824 2.44952 -1.04066 -0.41 -0.22 0.21
N -1.68038 1.85337 -0.06903 -0.41 0.47 -1.05
C -0.42277 4.40916 -1.78143 0.17 0.24 0.08
N 0.11891 5.34582 -1.39267 -0.04 -0.12 0.06
F -0.37775 3.73375 -6.83057 0.08 0.09 -0.07
C -1.87099 1.44755 -7.45210 0.06 0.24 0.67
C -2.70597 0.34733 -7.81091 -0.24 -0.25 0.02
N -3.38815 -0.51281 -8.15207 0.12 0.07 0.02
C -1.15686 1.98011 -8.56488 0.23 0.16 -0.26
N -0.57215 2.32055 -9.49465 -0.11 -0.02 0.10
```
Forces are in eV/Å.

Löwdin atomic charge list, values in e, 8 entries:
1. La 2.13
2. N -0.10
3. C -0.23
4. C -0.18
5. C -0.24
6. N -0.12
7. H 0.06
8. H 0.10